ORCA calculation (wB97M-V/def2-TZVPD) on a structure of composition C5H12Cl2NOP in a non-equilibrium geometry.

Geometry as XYZ:
```
22
Properties=species:S:1:pos:R:3:forces:R:3:lowdin_charge:R:1
C 3.63798 -0.27094 -0.27035 -0.5000 0.1726 -0.0478 -0.0638
C 1.77729 -0.70343 1.38528 -0.2779 0.2631 -0.3036 -0.0705
C -3.26938 0.34061 -0.92435 0.3600 -0.2666 0.2422 -0.3957
C -3.19975 1.75254 -0.39728 -0.5012 0.1861 0.0386 -0.6156
C 2.14303 0.00419 0.07713 1.1641 0.1473 0.9350 -0.5797
N 1.39006 -0.36021 -1.03676 -0.9399 0.0068 -1.2592 0.1215
O -2.50803 -0.48033 1.58323 -0.1453 0.2980 1.0922 -0.4246
P -2.04455 -0.52381 0.19467 -0.5900 -0.6083 -0.8650 0.2724
Cl -1.48135 2.07491 -0.07292 0.5303 1.0525 -0.0543 0.5892
Cl -2.12988 -2.44595 -0.47277 0.1196 -0.5575 -0.4023 0.2562
H 3.79131 -1.33844 -0.41138 0.0595 -0.1026 0.0186 0.0736
H 3.89767 0.24734 -1.18943 0.1110 0.0167 -0.0349 0.0696
H 4.26439 0.08372 0.54208 0.1230 0.0220 0.0931 0.0737
H 2.36047 -0.30097 2.20970 0.0188 0.0149 0.1156 0.0763
H 1.96138 -1.77404 1.31233 0.0446 -0.1114 -0.0380 0.0788
H 0.71754 -0.54902 1.59325 -0.0010 -0.0380 0.1763 0.0499
H -2.94289 0.26013 -1.95938 0.0551 -0.0086 -0.0071 0.0817
H -4.25449 -0.11195 -0.80044 0.0660 -0.0336 0.0162 0.0908
H -3.71981 1.84006 0.55736 0.0724 0.0338 -0.1411 0.0764
H -3.56262 2.50489 -1.09808 0.0747 -0.0899 0.0813 0.0778
H 2.04694 1.09495 0.19430 0.0204 -0.1618 0.0993 0.1242
H 1.12470 -1.34425 -1.01617 0.1358 -0.2354 0.2447 0.0378
```
Forces are in eV/Å.

Results
- Net charge: 0
- HOMO energy (spin up / spin down): -8.561 / -9.779 eV
- Spin multiplicity: 3
- HOMO-LUMO gap (spin up / spin down): 9.3 / 8.0 eV

ORCA calculation (wB97M-V/def2-TZVPD) on a structure of composition C4HCrLiO4 in a non-equilibrium geometry.

Geometry as XYZ:
```
11
Properties=species:S:1:pos:R:3:forces:R:3:lowdin_charge:R:1
O 2.33932 -1.31367 -0.26034 -0.7452 -0.1749 0.0475 -0.0371
C 3.44492 -1.09894 -0.36480 0.6141 0.0887 -0.0444 0.1244
C -1.03722 0.15208 -1.15006 0.7149 3.1666 0.2671 -0.0660
C -0.07690 0.47736 -1.85128 1.1875 -2.4161 -3.2189 0.2854
H 0.60108 0.44963 -2.68973 0.0916 0.4258 0.0369 0.1117
Li 0.28461 -1.68939 -0.28507 -0.0242 0.3015 -0.1561 0.7879
O -1.24563 1.29502 -0.28007 -0.3777 -0.6044 2.4892 0.1055
C -0.95720 0.87586 0.95814 -3.8937 -0.2070 -3.7514 -0.6669
O -1.40253 1.47398 1.94459 0.9962 0.1555 1.9335 0.0749
O -0.72654 -0.38614 1.00272 1.6062 -1.4572 2.7713 -0.1566
Cr -1.22393 -0.23579 2.97591 -0.1698 0.7215 -0.3748 1.4369
```
Forces are in eV/Å.

Results
- Net charge: +2
- HOMO energy (spin up / spin down): -18.646 / -18.685 eV
- Energy above the lowest of the compared OMol25 structures with the same formula, charge and spin: 0.0 kJ/mol
- Spin multiplicity: 5
- HOMO-LUMO gap (spin up / spin down): 8.0 / 8.7 eV

ORCA calculation (wB97M-V/def2-TZVPD) on a structure of composition C36H28Cl2IIrN6O5 in a non-equilibrium geometry.

Geometry as XYZ:
```
79
Properties=species:S:1:pos:R:3:forces:R:3:lowdin_charge:R:1
Ir -1.25752 0.26937 -1.88350 -0.7130 1.3111 2.8320 1.5127
N 2.40690 -9.20908 -0.52704 0.0460 -0.1069 -0.0163 0.1660
C 2.00112 -8.16160 -0.76595 0.3509 -0.9150 0.1746 -0.1931
C 1.49663 -6.87313 -1.02791 -0.4574 1.2942 -0.1946 -0.2279
C 1.08689 -6.06398 0.03787 0.1846 -0.4024 -0.1923 0.0010
C 0.57872 -4.80867 -0.20320 -0.0201 0.4937 -0.2550 0.0012
C 0.47979 -4.30992 -1.51141 0.3051 -0.9912 0.1218 -0.1525
C 0.91495 -5.12142 -2.56766 -0.2637 0.3215 0.0590 -0.0157
C 1.40808 -6.38650 -2.33587 0.0913 -0.3124 0.2510 -0.0097
C -0.09176 -2.98873 -1.74367 -1.2486 1.4235 0.3028 -0.0039
C -1.32761 -2.67623 -1.11354 0.6954 -0.9721 -0.9468 -0.2580
C -2.20308 -3.58944 -0.46617 -0.1228 0.4908 -0.1899 -0.0003
C -3.34716 -2.88602 -0.13659 0.3257 -0.2699 0.0139 -0.0479
C -3.15419 -1.57707 -0.57742 0.5628 -0.0595 -0.2045 -0.1048
N -1.95388 -1.45112 -1.17615 -0.8311 0.2771 0.1902 -0.1047
C 0.59768 -2.05369 -2.54777 0.1566 -0.3821 0.2592 -0.2303
C 1.85628 -2.23439 -3.16313 0.0363 0.5958 -0.1218 -0.0080
C 2.18714 -1.03097 -3.78102 0.0691 -0.7564 0.1642 -0.0639
C 1.13960 -0.15941 -3.53221 -0.6586 -0.3810 0.4107 -0.1317
N 0.17815 -0.75720 -2.78407 1.0159 0.0836 -1.0157 -0.1288
H 1.17936 -6.43804 1.04760 -0.0244 0.0253 0.0398 0.1252
H 0.28738 -4.16881 0.61461 -0.0590 0.1134 0.1194 0.1152
H 0.82731 -4.76387 -3.58354 -0.0319 0.0214 -0.0387 0.1224
H 1.71863 -7.01395 -3.15978 0.0073 0.0025 -0.0137 0.1220
H -2.01522 -4.63149 -0.30208 0.0519 -0.1632 0.0074 0.1118
H -4.21758 -3.25644 0.36853 -0.1597 -0.0610 0.0525 0.0982
H -3.83818 -0.75497 -0.48386 0.0462 0.1555 -0.0250 0.1040
H 2.45246 -3.12333 -3.12966 0.1098 -0.1515 0.0342 0.1041
H 3.07675 -0.80805 -4.33682 0.1347 0.0300 -0.1162 0.0964
H 1.04654 0.84956 -3.88529 -0.1657 0.2311 0.0639 0.0897
N 0.71645 3.31339 -1.93437 -0.4644 -0.3153 -0.0789 0.2102
C -0.26528 3.17067 -2.82498 0.9630 0.6685 0.3714 -0.6483
O -0.88572 2.12004 -2.97562 -0.5343 -0.8925 0.0806 -0.1215
C -0.57684 4.34449 -3.70547 0.1674 -0.0401 -0.5079 -0.5041
I 0.75278 4.29381 -5.42437 -0.3083 0.0025 0.4310 0.7948
H 0.96707 2.52030 -1.35146 0.0554 0.1118 0.0219 0.0310
H 1.26617 4.15186 -1.85938 -0.0672 0.0240 -0.0098 0.1218
H -0.41455 5.29817 -3.21405 0.0183 -0.0222 0.0016 0.0531
H -1.58469 4.26797 -4.10380 0.0961 -0.0317 0.0711 0.0583
O -2.31570 2.53755 1.05176 -0.2417 0.0890 -0.2626 0.0723
C -3.02129 2.31258 0.09336 0.1158 0.6817 0.9961 -0.4742
C -4.40077 2.94553 -0.15342 0.1075 -0.0618 0.0829 -0.0690
C -4.88214 2.31837 -1.45529 -0.0913 -0.0263 -0.1532 -0.0722
C -3.70147 1.46592 -1.86869 -0.3610 0.6626 0.8306 -0.5491
O -3.58314 0.80036 -2.89181 0.9799 -0.7077 -0.5554 0.0309
N -2.72396 1.48487 -0.94216 0.2437 -1.1023 -1.4071 -0.0090
H -4.28789 4.02828 -0.21879 0.0608 -0.0484 0.0383 0.1220
H -5.04753 2.73841 0.69810 0.0493 -0.0057 0.0091 0.1229
H -5.11639 3.04177 -2.23534 -0.0014 -0.0379 -0.0400 0.1229
H -5.76077 1.68465 -1.32457 0.0372 -0.0241 -0.0684 0.1265
Cl 2.80396 1.78299 -0.06634 0.2078 0.0311 0.0274 0.7678
C 2.77663 3.07767 1.09872 0.0118 0.1330 0.2717 -0.5537
C 3.59924 4.17623 0.93028 -0.0217 -0.0274 -0.0742 -0.1172
C 3.63449 5.16232 1.90304 -0.0584 -0.0256 -0.0135 -0.0896
C 2.81438 5.07065 3.01495 0.0433 -0.1051 -0.0308 -0.1046
C 1.96872 3.98366 3.16294 0.0584 -0.0059 -0.1971 -0.5828
Cl 0.88213 3.93937 4.50245 -0.0549 0.1986 0.0208 0.7679
C 1.95153 2.93792 2.22460 -0.0266 -0.0683 -0.0058 -0.2903
N 1.14759 1.82414 2.35897 -0.4460 0.5107 -0.9309 0.0792
C 1.10138 1.00889 3.45977 -0.0387 -0.9927 1.0893 -0.2257
C 2.06346 1.09260 4.47430 -0.1176 -0.1360 -0.3986 -0.0697
C 2.04130 0.21634 5.53632 -0.3061 -0.3350 0.1538 -0.0932
C 1.05144 -0.75994 5.62059 0.3358 0.0967 0.2179 -0.1015
C 0.10000 -0.85653 4.62483 -0.0262 0.3589 -0.2362 -0.0392
C 0.09074 0.02198 3.54235 0.6956 0.2615 0.5356 -0.1579
C -0.94613 -0.06707 2.49453 0.1150 0.0158 -1.4672 -0.0366
C -0.35100 -0.57892 1.10597 -1.2895 -1.3095 2.9580 -0.6188
O -0.24338 -1.78153 0.98720 0.6121 -0.3388 -0.2471 0.0603
O -0.08111 0.34334 0.29372 -0.2878 1.5263 -3.8140 -0.1121
H 4.22588 4.24314 0.05513 0.1033 -0.0361 -0.0798 0.1009
H 4.30481 6.00066 1.79497 0.0228 0.0919 -0.0332 0.1041
H 2.82015 5.84560 3.76557 -0.0444 0.0351 0.0752 0.1044
H 0.69261 1.47630 1.50827 0.2384 0.2021 0.2801 0.0826
H 2.84820 1.82954 4.40313 0.1073 0.0647 -0.0042 0.1009
H 2.80085 0.28101 6.30160 0.0476 0.0447 0.0708 0.0991
H 1.02706 -1.43548 6.46412 0.0193 -0.0534 0.0154 0.0943
H -0.67542 -1.60730 4.69249 -0.0545 -0.0558 -0.0527 0.1103
H -1.38896 0.90370 2.26628 -0.0954 -0.0016 0.2958 0.0926
H -1.70908 -0.79168 2.77634 -0.0090 0.0500 -0.0441 0.1205
```
Forces are in eV/Å.

Results
- Net charge: 0
- HOMO energy (spin up / spin down): -7.229 / -7.229 eV
- HOMO-LUMO gap (spin up / spin down): 5.4 / 5.3 eV